(1)
The following is a quantum chemistry calculation of C2H10N4 as an isolated structure in a non-equilibrium geometry, from OMol25.

```
16
Properties=species:S:1:pos:R:3:lowdin_charge:R:1
N -1.743 0.273 -0.169 -0.220
N -1.436 -0.075 1.208 -0.158
H -1.788 0.629 1.857 0.042
H -2.745 0.485 -0.242 0.007
H -0.532 0.864 -0.549 0.102
H -1.893 -0.951 1.465 0.041
N 1.726 0.998 0.211 -0.004
N 0.859 -1.603 -0.067 0.114
C 0.803 0.671 -0.861 -0.306
C 0.587 -0.726 -1.037 -0.167
H 1.214 1.173 1.067 0.060
H 2.333 1.773 -0.013 0.064
H 1.324 -1.211 0.745 0.094
H 0.288 -2.424 0.046 0.108
H 1.008 1.201 -1.790 0.108
H -0.004 -1.075 -1.871 0.115
```

Values from the calculation:
E_tot in eV: -8192.756
HOMO level in Eh: -0.26111
ΔE to the lowest compared entry with this formula, charge and spin in kcal/mol: 94.1
Total charge: 0
HOMO-LUMO gap in eV: 8.1


(2)
The following is a quantum chemistry calculation of a 8-piece molecular cluster, C34H47F16N3O11S3 overall in a non-equilibrium geometry, from OMol25.

```
114
Properties=species:S:1:pos:R:3:lowdin_charge:R:1
F -0.320 -0.979 5.850 0.131
C -1.254 -0.603 5.011 -0.339
F -1.699 -1.716 4.433 0.085
C -2.548 0.174 5.560 -0.444
F -2.168 1.392 5.866 0.152
F -3.099 -0.354 6.693 0.112
C -3.646 0.185 4.501 -0.038
O -3.103 0.846 3.326 -0.008
C -3.992 1.729 2.629 -0.460
F -4.926 0.945 2.080 0.150
F -4.581 2.617 3.486 0.123
C -3.340 2.620 1.484 -0.243
F -4.279 3.591 1.125 0.052
F -2.199 3.237 1.843 0.104
H -0.724 -0.108 4.197 0.138
H -4.523 0.724 4.856 0.145
H -3.919 -0.838 4.239 0.142
H -3.163 1.966 0.630 0.132
F 1.648 3.702 -1.115 0.104
C 2.023 3.613 0.177 -0.340
F 3.332 3.420 0.168 0.121
C 1.593 4.811 0.999 -0.461
F 0.294 5.013 1.065 0.160
F 2.068 5.909 0.372 0.119
C 2.206 4.806 2.452 -0.064
O 1.662 3.766 3.226 0.003
C 2.272 3.393 4.493 -0.457
F 3.599 3.345 4.253 0.123
F 2.122 4.370 5.395 0.170
C 1.807 2.005 4.890 -0.353
F 2.396 1.437 5.947 0.122
F 0.530 1.921 5.116 0.145
H 1.610 2.717 0.640 0.152
H 1.959 5.732 2.971 0.143
H 3.295 4.831 2.465 0.138
H 2.023 1.327 4.065 0.167
C 0.428 -5.152 -4.735 -0.052
C -0.225 -5.830 -3.516 -0.309
O -0.540 -4.789 -2.632 -0.301
S -1.861 -5.011 -1.580 0.735
C -3.239 -4.927 -2.815 -0.089
O -1.755 -6.385 -1.023 -0.308
O -1.855 -3.835 -0.686 -0.311
H 1.085 -4.397 -4.303 0.066
H -0.299 -4.693 -5.405 0.079
H 0.940 -5.916 -5.320 0.080
H -1.105 -6.399 -3.817 0.103
H 0.371 -6.584 -3.002 0.119
H -2.983 -4.083 -3.456 0.058
H -4.208 -4.990 -2.321 0.077
H -3.231 -5.801 -3.466 0.061
C -1.723 4.775 -2.273 -0.023
C -3.001 4.087 -1.770 -0.320
O -3.803 3.763 -2.852 -0.281
S -5.360 3.209 -2.565 0.697
C -6.026 4.729 -1.820 -0.107
O -5.961 2.876 -3.867 -0.281
O -5.222 2.213 -1.510 -0.311
H -1.219 4.099 -2.964 0.071
H -1.078 4.824 -1.395 0.068
H -1.879 5.762 -2.707 0.084
H -2.779 3.138 -1.282 0.090
H -3.537 4.693 -1.040 0.101
H -5.637 5.564 -2.402 0.074
H -5.691 4.961 -0.809 0.061
H -7.113 4.694 -1.904 0.073
C 2.704 -1.050 -1.157 -0.053
C 1.203 -1.061 -0.945 -0.242
O 0.893 -0.426 0.319 -0.270
S -0.484 0.486 0.589 0.663
C -1.695 -0.868 0.553 -0.098
O -0.419 1.022 1.964 -0.294
O -0.795 1.254 -0.595 -0.295
H 3.063 -1.682 -1.969 0.068
H 3.293 -1.329 -0.283 0.054
H 2.996 -0.038 -1.439 0.085
H 0.706 -0.540 -1.764 0.109
H 0.906 -2.110 -0.939 0.118
H -1.513 -1.472 -0.336 0.020
H -2.716 -0.517 0.400 0.074
H -1.499 -1.506 1.415 0.077
C -2.509 0.317 -3.029 -0.047
C -2.212 -1.055 -2.997 -0.091
C -1.227 -1.529 -3.812 -0.161
N -0.555 -0.808 -4.771 0.058
C -0.820 0.531 -4.820 -0.119
C -1.800 1.087 -3.974 -0.053
H -3.293 0.770 -2.441 0.087
H -2.837 -1.633 -2.333 0.095
H -0.882 -2.553 -3.802 0.075
H -0.368 1.186 -5.550 0.098
H -2.010 2.144 -4.057 0.081
C 5.007 0.280 3.189 -0.076
C 5.961 -0.252 4.101 -0.057
C 6.153 -1.627 4.122 -0.146
N 5.392 -2.474 3.382 0.050
C 4.548 -1.967 2.461 -0.128
C 4.344 -0.580 2.352 -0.080
H 4.739 1.326 3.194 0.088
H 6.569 0.397 4.714 0.096
H 6.835 -2.072 4.831 0.097
H 4.083 -2.664 1.780 0.081
H 3.676 -0.135 1.630 0.083
C 3.860 -4.709 -3.115 -0.093
C 3.826 -4.903 -1.757 -0.080
C 4.676 -4.197 -0.884 -0.135
N 5.528 -3.258 -1.363 0.057
C 5.510 -2.987 -2.695 -0.143
C 4.768 -3.761 -3.605 -0.065
H 3.256 -5.302 -3.785 0.091
H 3.102 -5.602 -1.364 0.098
H 4.597 -4.379 0.178 0.093
H 6.172 -2.218 -3.064 0.099
H 4.823 -3.672 -4.680 0.098
```

Values from the calculation:
E_tot in eV: -138994.337
HOMO level in Eh: -0.35117
Total charge: 0
HOMO-LUMO gap in eV: 9.7


(3)
The following is a quantum chemistry calculation of C4H12N2O in the gas phase in a non-equilibrium geometry, from OMol25.

```
19
Properties=species:S:1:pos:R:3:lowdin_charge:R:1
C -0.595 -0.024 -2.099 -0.054
C -0.070 -0.358 -0.697 -0.400
C -1.267 -0.710 0.213 -0.224
O -2.215 -1.584 -0.440 -0.075
N 0.678 0.754 -0.106 -0.035
C 1.555 0.309 1.001 -0.287
N 1.735 1.431 1.947 0.005
H 0.196 0.472 -2.664 0.076
H -1.423 0.674 -1.924 0.082
H -1.011 -0.836 -2.681 0.070
H 0.563 -1.253 -0.712 0.141
H -0.997 -1.162 1.174 0.112
H -1.838 0.183 0.478 0.119
H -1.914 -2.480 -0.292 0.078
H 0.105 1.503 0.225 0.088
H 2.533 0.074 0.588 0.102
H 1.151 -0.541 1.543 0.097
H 1.434 1.256 2.888 0.053
H 1.382 2.290 1.559 0.051
```

Values from the calculation:
E_tot in eV: -9369.464
HOMO level in Eh: -0.32553
ΔE to the lowest compared entry with this formula, charge and spin in kcal/mol: 39.9
Total charge: 0
HOMO-LUMO gap in eV: 9.7


(4)
The following is a quantum chemistry calculation of C14H13F6MoN2O5SbSe2 as an isolated structure, from OMol25.

```
44
Properties=species:S:1:pos:R:3:lowdin_spin:R:1
Mo -0.026 -0.678 -0.182 0.863
O -0.791 3.344 -1.710 0.006
C -0.276 2.548 -0.839 0.007
O -0.548 1.337 -0.788 0.026
C 0.626 3.284 0.117 0.001
O 1.447 2.382 0.839 0.000
C 1.239 2.266 2.221 0.000
C 0.487 1.024 2.645 0.000
O 0.068 0.634 3.637 -0.004
O 0.219 0.026 1.395 -0.043
H -1.361 2.917 -2.374 0.000
H 0.004 3.908 0.766 0.000
H 1.256 3.954 -0.467 0.000
H 0.690 3.111 2.646 0.000
H 2.203 2.209 2.730 0.000
Se -0.517 -3.895 -1.104 0.072
Se -1.630 -3.705 0.951 0.018
C -2.671 -2.200 0.408 0.005
C -4.039 -2.304 0.549 0.000
C -4.871 -1.313 0.047 0.000
C -4.294 -0.254 -0.638 -0.001
C -2.926 -0.180 -0.721 0.001
N -2.093 -1.107 -0.168 0.005
C 1.170 -3.487 -0.310 0.014
C 2.206 -4.397 -0.318 -0.001
C 3.321 -4.147 0.473 0.010
C 3.335 -3.013 1.278 0.000
C 2.287 -2.125 1.201 0.001
N 1.232 -2.331 0.381 0.014
H -4.451 -3.193 1.009 0.001
H -5.946 -1.396 0.146 0.000
H -4.894 0.514 -1.106 0.000
H -2.460 0.634 -1.243 0.000
H 2.115 -5.310 -0.890 0.001
H 4.142 -4.852 0.497 0.000
H 4.150 -2.815 1.960 0.000
H 2.284 -1.224 1.792 0.000
F 0.184 -0.818 -1.969 -0.002
Sb 3.650 1.187 -0.560 0.000
F 2.167 -0.081 -0.662 0.006
F 4.790 0.022 -1.378 0.000
F 2.549 2.176 -1.679 0.000
F 4.718 2.647 -0.265 0.000
F 3.693 0.675 1.227 0.000
```

Values from the calculation:
E_tot in eV: -183311.708
2S+1: 2
HOMO level (spin up / spin down) in Eh: -0.66094 / -0.65764
ΔE to the lowest compared entry with this formula, charge and spin in kcal/mol: 10.7
Total charge: +3
HOMO-LUMO gap (spin up / spin down) in eV: 5.8 / 5.5


(5)
The following is a quantum chemistry calculation of an isolated ion of composition C6H8N and charge +1 in a non-equilibrium geometry, from OMol25.

```
15
Properties=species:S:1:pos:R:3:lowdin_charge:R:1
C -2.492 1.146 -0.256 0.252
C -1.652 0.257 -0.311 -0.014
N -0.547 -0.656 -0.501 -0.068
C -0.686 -1.933 -0.480 0.228
C 0.794 -0.071 -0.726 -0.132
C 1.347 0.131 0.684 -0.157
C 1.387 1.362 1.132 0.047
H -3.263 1.705 -0.009 0.014
H 0.037 -2.650 -0.561 0.106
H -1.625 -2.348 -0.192 0.131
H 1.474 -0.784 -1.306 0.157
H 0.883 0.869 -1.331 0.153
H 1.776 -0.776 0.993 0.097
H 1.727 1.465 2.147 0.069
H 0.841 2.282 0.716 0.117
```

Values from the calculation:
E_tot in eV: -7829.865
HOMO level in Eh: -0.53766
ΔE to the lowest compared entry with this formula, charge and spin in kcal/mol: 134.3
Total charge: +1
HOMO-LUMO gap in eV: 9.0


(6)
The following is a quantum chemistry calculation of C33H41ClN5SV as an isolated structure in a non-equilibrium geometry, from OMol25.

```
82
Properties=species:S:1:pos:R:3:lowdin_spin:R:1
V 0.036 0.546 1.430 2.060
C 2.896 2.534 1.275 0.004
C 3.119 1.176 1.864 0.008
C 4.414 0.786 2.209 0.000
C 4.639 -0.456 2.750 0.006
C 3.555 -1.304 2.964 -0.001
C 2.303 -0.867 2.614 0.005
N 2.080 0.354 2.056 0.004
C 1.071 -1.662 2.897 0.006
C 1.001 -2.713 3.784 0.000
C -0.251 -3.224 4.105 0.004
C -1.402 -2.696 3.538 0.000
C -1.269 -1.676 2.620 0.005
N -0.051 -1.191 2.321 -0.004
C -2.395 -0.998 1.912 0.007
C -3.693 -1.409 2.069 -0.001
C -4.689 -0.758 1.348 0.009
C -4.328 0.257 0.499 -0.001
C -2.990 0.640 0.383 0.011
C -2.649 1.763 -0.549 0.002
N -2.032 0.025 1.090 0.004
H 3.431 2.622 0.328 0.001
H 3.293 3.293 1.951 0.000
H 1.849 2.753 1.099 0.001
H 5.229 1.479 2.045 0.000
H 5.640 -0.768 3.017 0.000
H 3.699 -2.286 3.390 0.000
H 1.890 -3.106 4.256 0.000
H -0.331 -4.023 4.830 0.000
H -2.373 -3.066 3.829 0.000
H -3.940 -2.225 2.731 0.000
H -5.725 -1.050 1.454 0.000
H -5.070 0.786 -0.083 0.000
H -2.829 1.453 -1.583 0.000
H -1.620 2.090 -0.463 0.001
H -3.311 2.607 -0.359 0.000
Cl -0.711 0.863 4.653 -0.004
C -2.024 1.862 4.029 -0.011
C -3.219 1.905 4.721 0.002
C -4.243 2.702 4.230 -0.014
C -4.041 3.445 3.075 0.002
C -2.826 3.384 2.406 -0.011
C -1.783 2.578 2.860 -0.003
C -0.476 2.457 2.146 -0.093
H -3.343 1.336 5.633 0.000
H -5.183 2.759 4.763 -0.001
H -4.827 4.091 2.705 0.000
H -2.665 3.996 1.527 0.000
H 0.351 2.678 2.827 0.002
H -0.428 3.138 1.289 -0.007
C 4.738 -0.175 -2.666 0.000
C 4.530 -1.145 -3.833 0.000
C 3.072 -1.385 -4.233 0.000
C 2.239 -2.116 -3.181 0.000
N 1.817 -1.207 -2.089 -0.002
C 0.695 -0.543 -1.861 0.002
S 0.843 0.864 -0.808 0.003
N -0.499 -0.825 -2.357 0.001
C -0.938 -1.863 -3.310 0.001
C -0.710 -1.511 -4.779 0.000
C -1.719 -0.521 -5.361 0.000
C -1.597 0.908 -4.833 0.000
H 5.761 0.200 -2.650 0.000
H 4.579 -0.655 -1.692 0.000
H 4.075 0.692 -2.739 0.000
H 4.995 -2.106 -3.596 0.000
H 5.057 -0.763 -4.707 0.000
H 3.048 -1.982 -5.146 0.000
H 2.588 -0.432 -4.468 0.000
H 2.827 -2.907 -2.714 0.000
H 1.372 -2.584 -3.623 0.000
H 2.590 -0.801 -1.581 0.001
H -1.186 -0.128 -2.117 0.000
H -2.005 -1.988 -3.123 0.000
H -0.471 -2.804 -3.031 0.000
H -0.755 -2.444 -5.346 0.000
H 0.302 -1.117 -4.907 0.000
H -2.732 -0.897 -5.188 0.000
H -1.586 -0.508 -6.444 0.000
H -1.908 1.003 -3.788 0.000
H -2.230 1.586 -5.405 0.000
H -0.569 1.274 -4.908 0.000
```

Values from the calculation:
E_tot in eV: -91372.520
2S+1: 3
HOMO level (spin up / spin down) in Eh: -0.48789 / -0.48424
ΔE to the lowest compared entry with this formula, charge and spin in kcal/mol: 8.4
Total charge: +2
HOMO-LUMO gap (spin up / spin down) in eV: 6.6 / 6.8